Computed, not measured: C20H21N5O3Pt as an isolated structure in a non-equilibrium geometry, with wB97M-V/def2-TZVPD.

```
50
C20H21N5O3Pt wB97M-V/def2-TZVPD
Pt 0.644 0.131 -0.143
O -1.332 -1.589 -1.662
O -4.951 -3.467 3.911
O -1.685 2.065 -0.100
N -5.437 -1.365 4.732
N 0.339 1.071 -2.403
N 0.964 -2.687 0.091
N 0.505 1.877 2.094
N -1.519 -0.770 1.437
C -0.056 2.051 -4.746
C 0.510 2.540 3.038
C -0.673 1.490 -0.065
C -2.943 -2.564 2.202
C 2.538 1.525 -1.160
C -3.574 -1.689 3.134
C 1.149 -3.816 0.267
C 2.669 0.230 -1.717
C -1.940 -2.038 1.365
C 1.306 -5.206 0.558
C 2.910 -0.703 0.518
C 2.567 1.695 0.235
C 0.112 1.500 -3.441
C -3.164 -0.335 3.150
C -4.735 -2.249 3.984
C -2.161 0.072 2.252
C -0.430 -1.062 -1.152
C 2.825 -0.884 -0.876
C 0.476 3.295 4.254
C 2.782 0.582 1.071
H 2.474 2.706 0.617
H 2.549 0.042 -2.773
H 1.530 -5.317 1.639
H 0.344 -5.699 0.320
H -3.179 -3.643 2.168
H 1.391 3.919 4.304
H -5.405 -0.369 4.621
H -1.079 1.807 -5.043
H 2.311 2.391 -1.762
H 2.928 -1.854 -1.350
H -0.434 3.920 4.221
H -1.896 1.108 2.271
H 2.878 0.687 2.147
H -6.210 -1.720 5.200
H 3.098 -1.533 1.191
H 0.065 3.143 -4.685
H -3.527 0.402 3.890
H 2.123 -5.602 -0.078
H -1.484 -2.699 0.663
H 0.670 1.594 -5.441
H 0.411 2.583 5.102
```

Summary:
Energy (a.u.): -1391.69582
LUMO (spin up / spin down) (eV): -12.30 / -16.08
ΔE to the lowest compared entry with this formula, charge and spin (kJ/mol): 0.00
Spin multiplicity: 5
HOMO-LUMO gap (spin up / spin down) (eV): 8.11 / 5.57
<S²>: 6.03
HOMO (spin up / spin down) (Ha): -0.750 / -0.796
Charge: +4



Computed, not measured: an isolated ion of composition C20H21N6O4S3 and charge +1 in a non-equilibrium geometry, with wB97M-V/def2-TZVPD.

```
54
C20H21N6O4S3 wB97M-V/def2-TZVPD
S 1.804 -1.121 -0.400
S 5.914 1.960 -0.335
S -1.538 1.017 1.281
O -0.601 -1.625 -0.637
O -5.620 0.119 -1.070
O -2.374 1.848 2.083
O -0.845 -0.078 1.894
N 3.521 1.075 -0.542
N -2.329 0.471 -0.063
N 2.797 -3.281 0.600
N 0.470 -3.348 0.306
N -4.329 -0.295 -1.008
N 3.493 3.421 -0.788
C -0.224 2.030 0.562
C 5.617 0.276 -0.124
C 1.803 3.231 1.002
C -3.684 0.588 -0.281
C 0.043 2.027 -0.794
C 3.526 -1.220 -0.072
C -2.935 -3.352 -0.986
C -5.764 1.255 -0.370
C 4.277 -0.018 -0.258
C 1.219 2.595 -1.259
C -0.673 -2.717 -0.094
C 0.619 2.669 1.453
C -1.955 -3.444 0.184
C -7.106 1.875 -0.298
C -4.556 1.617 0.156
C 1.687 -2.734 0.217
C 4.206 2.152 -0.600
C 2.101 3.152 -0.348
C 5.203 -2.921 0.858
C 3.853 -2.452 0.449
H -7.058 2.795 0.276
H -2.487 -3.760 -1.889
H 3.503 3.703 -1.779
H -0.637 1.542 -1.475
H -1.899 -0.376 -0.439
H 6.434 -0.382 0.083
H -7.475 2.089 -1.300
H 1.465 2.544 -2.308
H 5.872 -2.956 0.000
H -1.748 -4.488 0.427
H 3.932 4.165 -0.230
H -3.232 -2.322 -1.174
H -4.312 2.450 0.778
H 0.363 2.676 2.501
H -7.808 1.191 0.175
H 0.452 -4.258 0.745
H 5.630 -2.253 1.604
H -2.399 -2.971 1.065
H -3.828 -3.926 -0.757
H 2.494 3.678 1.700
H 5.117 -3.918 1.279
```

Summary:
Energy (a.u.): -2598.52617
LUMO (eV): -3.19
HOMO-LUMO gap (eV): 7.52
HOMO (Ha): -0.393
Charge: +1



Computed, not measured: one molecule with the formula C20H21N7O2S in a non-equilibrium geometry, with wB97M-V/def2-TZVPD.

```
51
C20H21N7O2S wB97M-V/def2-TZVPD
S -3.568 2.658 -1.318
O 2.075 2.891 -0.321
O -2.452 1.635 1.512
N -0.568 2.441 0.512
N -0.811 0.065 -1.975
N 2.522 0.732 0.428
N -1.359 1.269 -2.042
N -2.835 -0.016 -1.050
N -1.529 -2.028 -1.121
N 1.747 -0.280 0.980
C 6.096 -0.030 -1.586
C -2.517 -2.634 -0.519
C 2.379 -1.266 1.819
C 0.431 1.495 0.741
C -2.361 -4.089 -0.226
C 5.096 -0.989 -1.576
C 0.494 0.223 1.230
C -3.854 -0.620 -0.381
C -1.880 2.438 0.790
C 4.718 1.429 -0.267
C 1.734 1.846 0.206
C -0.499 -0.622 1.941
C 3.904 -0.748 -0.918
C -5.021 0.179 0.067
C 5.898 1.180 -0.943
C -2.549 1.245 -1.501
C -2.649 3.508 0.040
C -3.698 -1.953 -0.126
C -1.669 -0.738 -1.390
C 3.721 0.459 -0.250
H -5.469 0.720 -0.764
H -2.010 4.271 -0.400
H -1.435 -0.080 2.036
H -3.142 -4.656 -0.730
H 7.023 -0.222 -2.106
H 4.548 2.371 0.227
H -4.677 0.913 0.798
H -0.666 -1.545 1.388
H 2.401 -0.953 2.869
H -4.471 -2.491 0.399
H 1.836 -2.207 1.737
H -3.417 3.957 0.669
H -5.762 -0.465 0.529
H 3.106 -1.475 -0.944
H 5.238 -1.925 -2.095
H 3.401 -1.419 1.480
H 6.669 1.935 -0.963
H -2.452 -4.271 0.844
H -0.192 3.169 -0.092
H -0.138 -0.879 2.937
H -1.390 -4.429 -0.575
```

Summary:
Energy (a.u.): -1706.69898
LUMO (eV): 0.33
ΔE to the lowest compared entry with this formula, charge and spin (kJ/mol): 0.00
HOMO-LUMO gap (eV): 8.06
HOMO (Ha): -0.284



Computed, not measured: one molecule with the formula C20H21NO2S in a non-equilibrium geometry, with wB97M-V/def2-TZVPD.

```
45
C20H21NO2S wB97M-V/def2-TZVPD
S 3.001 1.836 -1.619
O 4.833 -1.035 0.247
O -3.249 0.772 3.121
N 1.476 1.349 0.372
C 4.426 1.083 -0.793
C 0.533 -0.767 -2.606
C 0.162 1.818 2.275
C 3.939 -0.238 -0.149
C -3.932 -1.488 3.779
C -1.758 -0.118 1.536
C 2.673 -1.577 -1.803
C 0.410 1.002 1.212
C 1.775 0.712 -0.934
C -0.324 1.532 -2.127
C -1.460 1.290 -2.957
C 2.567 -0.640 -0.671
C -1.461 0.062 -3.641
C 1.260 -1.970 -2.248
C -1.047 1.594 3.026
C 0.659 0.542 -1.891
C -4.251 -0.304 2.941
C -0.481 -0.929 -3.414
C -1.950 0.667 2.654
C -0.525 0.062 0.827
H 4.923 1.799 -0.100
H -2.583 -0.728 1.201
H 0.689 2.692 2.572
H -2.139 2.111 -3.101
H -3.940 -1.259 4.895
H -0.473 -0.674 0.067
H -4.647 -2.279 3.612
H -4.512 -0.647 1.960
H -5.141 0.086 3.456
H 2.172 2.025 0.817
H -2.283 -0.305 -4.207
H -0.264 2.527 -1.651
H 5.125 0.810 -1.617
H 0.720 -2.540 -1.480
H -2.946 -1.875 3.608
H 1.261 -2.691 -3.111
H -0.593 -2.001 -3.854
H -1.278 2.430 3.747
H 2.141 -1.128 0.152
H 3.205 -2.425 -1.430
H 3.287 -1.182 -2.673
```

Summary:
Energy (a.u.): -1378.04543
LUMO (eV): 0.46
ΔE to the lowest compared entry with this formula, charge and spin (kJ/mol): 317.26
HOMO-LUMO gap (eV): 8.05
HOMO (Ha): -0.279



Computed, not measured: one molecule with the formula C20H21NO7, with wB97M-V/def2-TZVPD.

```
49
C20H21NO7 wB97M-V/def2-TZVPD
O -3.420 0.543 -3.773
O 0.284 -3.479 2.760
O 0.937 2.220 1.172
O -2.133 -1.506 -1.149
O -0.467 -1.101 -2.604
O 1.241 -1.172 -0.478
O -0.397 0.472 1.596
N -2.667 1.357 -1.821
C -0.853 -1.438 -1.517
C 1.616 2.052 2.423
C 1.838 -2.035 1.698
C 0.562 -2.764 1.817
C 3.324 -0.592 0.437
C -0.333 -2.531 0.686
C -2.161 1.288 -0.472
C -3.105 -1.092 -2.102
C -0.049 1.381 0.883
C -0.508 3.090 -0.985
C 2.786 -2.080 2.723
C -3.040 0.350 -2.636
C -2.574 2.700 -2.369
C -0.667 1.659 -0.475
C 1.974 3.420 2.975
C -1.121 3.175 -2.383
C 2.116 -1.281 0.553
C 0.041 -1.766 -0.357
C 3.976 -1.396 2.609
C 4.244 -0.653 1.462
H -1.315 -2.971 0.712
H 2.550 -2.666 3.597
H -2.982 2.674 -3.380
H 4.703 -1.435 3.405
H 1.075 4.001 3.160
H -1.018 3.780 -0.309
H 3.510 -0.020 -0.458
H -4.069 -1.237 -1.608
H 2.517 3.302 3.908
H -0.146 0.994 -1.175
H 2.598 3.957 2.266
H -2.319 0.311 -0.020
H -2.705 2.027 0.132
H 2.515 1.454 2.239
H -1.082 4.200 -2.752
H -0.552 2.543 -3.067
H 0.546 3.365 -1.016
H 0.962 1.499 3.105
H -3.184 3.368 -1.752
H 5.178 -0.119 1.372
H -3.053 -1.732 -2.989
```

Summary:
Energy (a.u.): -1356.20931
LUMO (eV): -0.41
ΔE to the lowest compared entry with this formula, charge and spin (kJ/mol): 0.00
HOMO-LUMO gap (eV): 8.88
HOMO (Ha): -0.341



Computed, not measured: one molecule with the formula C20H22BF2N3O2 in a non-equilibrium geometry, with wB97M-V/def2-TZVPD.

```
50
C20H22BF2N3O2 wB97M-V/def2-TZVPD
F -2.295 -1.082 -1.829
F -1.878 -1.496 0.358
O 1.345 2.012 2.946
O 3.701 -3.007 -3.248
N -0.343 -0.162 -0.992
N -2.474 0.805 -0.315
N 1.514 -0.273 2.973
C -0.311 0.928 4.198
C 0.943 0.930 3.373
C -4.556 0.356 -1.457
C -1.744 1.673 0.423
C -2.730 2.697 0.744
C -3.715 1.191 -0.577
C 0.308 0.624 -0.020
C 0.222 -1.839 -2.732
C -2.400 3.882 1.532
C 3.390 -4.393 -3.411
C 1.851 -0.681 -1.156
C 2.809 0.601 0.907
C 2.748 -0.270 2.172
C 1.346 -2.397 -3.321
C 2.623 -2.190 -2.777
C 0.515 -0.832 -1.760
C -0.398 1.583 0.682
C -3.914 2.430 0.089
C 1.680 0.193 -0.046
C 2.921 -1.380 -1.666
B -1.818 -0.470 -0.675
H 2.870 -1.314 1.910
H -4.847 3.051 0.109
H 1.368 -1.206 3.422
H -0.836 -0.060 4.036
H 4.226 -4.968 -3.065
H 3.164 -4.524 -4.502
H -4.038 0.195 -2.410
H -1.646 4.439 1.110
H 3.791 0.437 0.484
H -3.291 4.534 1.582
H -2.067 3.835 2.542
H 1.182 -3.093 -4.102
H -0.668 -1.824 -3.303
H 3.591 0.054 2.860
H -0.924 1.809 3.941
H 2.403 -4.645 -3.024
H -5.520 0.828 -1.578
H 2.630 1.661 1.099
H -0.018 1.078 5.235
H 0.071 2.260 1.381
H -4.662 -0.662 -0.948
H 3.882 -1.318 -1.196
```

Summary:
Energy (a.u.): -1314.77954
LUMO (eV): -1.47
ΔE to the lowest compared entry with this formula, charge and spin (kJ/mol): 168.26
HOMO-LUMO gap (eV): 6.07
HOMO (Ha): -0.277



Computed, not measured: one molecule with the formula C20H22BNO5 in a non-equilibrium geometry, with wB97M-V/def2-TZVPD.

```
49
C20H22BNO5 wB97M-V/def2-TZVPD
O -3.849 -2.967 -3.304
O 4.604 2.212 -0.110
O 1.874 2.501 5.272
O 4.473 2.319 2.329
O 0.084 1.342 -0.296
N 2.305 0.829 -0.175
C 0.482 1.354 3.905
C 1.071 0.833 -0.778
C -3.139 -4.326 -5.256
C -1.244 -1.132 -1.391
C 1.788 1.082 3.501
C 0.568 2.248 4.950
C 2.470 1.514 1.098
C -2.341 -2.014 -1.702
C -1.790 2.376 4.855
C -4.040 -3.203 -4.702
C -0.780 -0.845 -3.770
C 0.888 0.090 -2.103
C -0.504 -0.563 -2.462
C -0.685 0.851 3.318
C -2.647 -2.191 -3.081
C -0.618 2.795 5.460
C 2.641 1.779 4.314
C 2.168 0.411 2.241
C -1.814 -1.668 -4.040
C -1.840 1.288 3.976
B 3.993 2.053 1.068
H -5.125 -3.417 -4.810
H -2.274 -4.527 -4.648
H -0.665 3.522 6.222
H 5.351 2.576 2.643
H -0.766 -1.074 -0.471
H 1.729 2.352 1.105
H 1.612 -0.728 -2.202
H 3.697 1.876 4.094
H 1.121 0.852 -2.763
H 3.137 0.484 -0.607
H -2.794 0.803 3.858
H -2.875 -2.627 -0.930
H -3.946 -2.243 -5.182
H -2.706 2.852 5.245
H -0.007 -0.583 -4.501
H 5.360 2.818 -0.254
H -3.749 -5.208 -5.319
H -0.718 -0.012 2.635
H -2.960 -4.127 -6.345
H 1.302 -0.136 1.974
H -1.862 -2.072 -5.098
H 3.019 -0.347 2.238
```

Summary:
Energy (a.u.): -1231.14769
LUMO (eV): -0.08
ΔE to the lowest compared entry with this formula, charge and spin (kJ/mol): 293.91
HOMO-LUMO gap (eV): 7.77
HOMO (Ha): -0.288



Computed, not measured: C20H22BO5SW as an isolated structure, with wB97M-V/def2-TZVPD.

```
50
C20H22BO5SW wB97M-V/def2-TZVPD
W -0.187 1.351 1.070
S -0.889 3.436 0.620
O 3.085 1.554 1.160
O -0.157 1.047 2.944
O -1.123 -1.207 -0.345
O 2.267 1.569 -0.971
O -2.319 1.020 2.462
C 6.352 1.978 -0.519
C -1.483 5.803 3.836
C -0.758 0.027 -0.260
C 7.860 2.127 -0.320
C 5.478 1.827 0.557
C 3.643 1.724 -1.012
C -1.721 3.544 4.631
C 8.583 0.981 -1.041
C -1.444 3.077 3.361
C -1.414 1.635 2.992
C 5.830 1.995 -1.822
C 4.135 1.705 0.273
C -1.740 4.913 4.866
C 8.316 3.472 -0.905
C -1.181 3.976 2.316
C -1.206 5.340 2.556
C 4.476 1.870 -2.098
C 8.251 2.089 1.158
C -1.256 -1.948 0.892
C -0.680 0.763 -1.562
B 1.948 1.469 0.376
H 8.271 0.015 -0.641
H -1.958 5.282 5.859
H 9.662 1.076 -0.905
H -1.924 2.847 5.433
H 8.381 0.986 -2.113
H 7.789 2.902 1.721
H -1.499 6.868 4.023
H -1.334 -2.992 0.615
H -0.371 -1.795 1.513
H 4.096 1.884 -3.111
H -0.197 1.746 -1.465
H 7.978 1.140 1.623
H 9.332 2.200 1.247
H 9.392 3.592 -0.768
H -2.153 -1.618 1.410
H 7.813 4.302 -0.406
H -1.014 6.035 1.749
H 6.507 2.110 -2.657
H 5.820 1.806 1.581
H 8.106 3.541 -1.973
H -0.066 0.185 -2.254
H -1.685 0.898 -1.964
```

Summary:
Energy (a.u.): -1641.44196
LUMO (eV): -5.08
ΔE to the lowest compared entry with this formula, charge and spin (kJ/mol): 0.00
HOMO-LUMO gap (eV): 5.91
HOMO (Ha): -0.404
Charge: +1



Computed, not measured: C20H22BrCoN3O11PS3 as an isolated structure in a non-equilibrium geometry, with wB97M-V/def2-TZVPD.

```
62
C20H22BrCoN3O11PS3 wB97M-V/def2-TZVPD
Br 3.818 -5.822 0.288
Co -0.051 0.135 -0.311
S -1.668 1.986 -1.400
S -0.048 -1.031 2.347
S -0.692 -0.540 -3.276
P -0.911 2.742 2.284
O -0.544 1.655 1.324
O -1.612 -1.479 -2.697
O -2.495 3.077 -0.879
O -2.320 3.105 2.542
O 0.258 0.113 -2.351
O -1.704 -2.755 0.117
O 0.288 -1.830 -0.370
O 1.785 0.446 0.443
O -0.019 -1.021 -4.470
O -1.940 0.681 -0.838
O -0.241 2.414 -1.300
N -0.498 4.363 0.264
N -0.737 1.239 4.434
N 2.368 -0.124 1.448
C -2.106 0.799 -5.236
C -2.775 2.981 -3.682
C 4.432 -0.463 2.611
C -0.546 -2.788 -0.252
C 3.751 -0.973 3.719
C 0.105 -4.152 -0.467
C 1.263 -6.680 -0.608
C -2.059 1.923 -3.140
C -3.142 2.955 -5.017
C -1.704 0.838 -3.910
C -2.818 1.850 -5.791
C 1.692 -0.706 2.488
C 1.997 -5.576 -0.218
C -0.650 -5.246 -0.870
C 1.448 -4.313 -0.151
C -0.068 -6.500 -0.950
C -0.032 4.300 1.646
C 3.729 -0.075 1.503
C 2.375 -1.114 3.615
C -0.084 2.439 3.944
H -0.159 3.481 -0.354
H 4.189 0.348 0.624
H -1.733 1.313 4.240
H -1.850 -0.079 -5.807
H 1.722 -7.658 -0.637
H 0.990 2.268 3.866
H -3.691 3.782 -5.449
H 5.505 -0.357 2.626
H 1.055 4.242 1.683
H 1.790 -1.542 4.413
H -0.396 -0.044 3.231
H -0.652 -7.356 -1.255
H -0.611 1.106 5.433
H 4.270 -1.259 4.617
H 2.027 -3.452 0.146
H -1.518 4.125 0.198
H -3.125 1.807 -6.828
H -1.690 -5.094 -1.112
H -0.376 5.173 2.201
H -0.251 3.311 4.588
H -3.049 3.800 -3.035
H -0.289 5.232 -0.224
```

Summary:
Energy (a.u.): -7260.05865
LUMO (spin up / spin down) (eV): 2.03 / 2.06
Spin multiplicity: 2
HOMO-LUMO gap (spin up / spin down) (eV): 7.62 / 7.86
<S²>: 0.75
HOMO (spin up / spin down) (Ha): -0.206 / -0.213
Charge: -1